1.
Molecular formula: C33H84O9
Method: DFT, the ωB97M-V functional and the def2-TZVPD basis

The multiplicity is 2. Its total charge is +1. As for the energy: -53995.7880 eV. The LUMO energy (alpha / beta) is -2.22 / -8.49 eV. Its molar mass is 625.0 Da.

Last column: Mulliken spin population.
Atoms and positions in Å:
O1 -0.116 0.020 -0.302  0.6622
O2 2.204 -3.103 0.933  0.0044
O3 -1.429 5.801 2.183  -0.0001
O4 -4.142 -1.993 -3.488  0.0004
O5 -4.519 2.860 -4.436  0.0000
O6 0.889 1.089 5.404  0.0003
O7 -4.134 1.898 3.877  0.0001
O8 2.206 -3.062 -5.192  0.0001
O9 5.102 -0.298 -2.600  0.0003
C1 5.393 -1.290 -1.590  0.0001
C2 2.697 -2.767 2.237  0.0007
C3 -4.150 1.627 -2.326  -0.0023
C4 -2.903 -3.588 -4.633  0.0000
C5 1.170 -4.570 -0.530  0.0000
C6 -3.247 -3.043 -3.267  0.0014
C7 0.693 0.316 -2.515  0.0027
C8 5.043 -0.742 -0.226  0.0030
C9 -0.732 4.621 2.028  0.0005
C10 1.056 0.299 -1.052  0.0234
C11 -3.804 2.238 2.502  -0.0005
C12 3.222 -1.727 -6.847  0.0000
C13 2.224 2.784 4.236  0.0002
C14 -3.717 2.224 6.029  0.0000
C15 -1.132 4.114 0.644  -0.0023
C16 1.306 -4.195 0.952  0.0009
C17 -4.071 1.667 -3.845  0.0010
C18 -0.830 6.881 1.505  0.0000
C19 1.105 2.515 5.350  0.0001
C20 0.009 -0.137 1.127  0.0001
C21 2.286 -3.877 -4.058  0.0004
C22 -0.482 -0.798 5.803  0.0002
C23 1.012 -4.731 -4.200  0.0001
C24 4.080 -3.388 2.549  -0.0003
C25 -4.844 1.651 1.656  0.0003
C26 -1.196 -0.775 1.709  0.0155
C27 -1.984 -2.637 -2.479  0.0002
C28 3.263 -2.151 -5.403  0.0000
C29 -0.054 0.554 6.355  0.0000
C30 4.798 -2.699 -1.865  0.0010
C31 0.300 7.464 2.324  0.0000
C32 -2.689 1.353 -4.452  0.0000
C33 -3.225 2.543 4.702  -0.0008
H1 1.534 1.242 -0.786  0.0644
H2 0.076 1.193 -2.710  0.0083
H3 5.271 -1.429 0.589  0.0003
H4 0.438 0.518 7.326  0.0000
H5 0.385 -5.317 -0.650  0.0000
H6 -0.124 -0.821 4.774  0.0000
H7 1.790 -0.485 -0.867  0.0413
H8 0.195 3.080 5.149  0.0001
H9 -1.912 2.103 -4.305  0.0002
H10 -1.283 -2.004 -3.023  0.0018
H11 -1.478 7.758 1.522  0.0000
H12 -4.638 -1.921 -2.669  -0.0001
H13 1.469 2.820 6.331  0.0001
H14 1.634 -5.117 1.431  -0.0002
H15 -2.268 2.071 4.482  0.0007
H16 -4.649 2.743 -5.380  0.0000
H17 -1.508 -1.125 5.970  0.0000
H18 -0.554 3.238 0.351  0.0042
H19 -3.333 2.193 -1.878  0.0014
H20 -2.856 2.452 6.657  0.0000
H21 -0.961 1.151 6.455  0.0000
H22 -4.953 0.583 1.847  0.0000
H23 -4.539 2.886 6.302  0.0000
H24 0.161 -4.057 -4.103  -0.0002
H25 -2.442 -4.558 -4.444  0.0000
H26 3.181 -4.497 -4.007  0.0000
H27 0.150 -1.556 6.265  0.0000
H28 5.609 0.154 0.029  0.0001
H29 -5.757 2.245 1.699  0.0000
H30 0.342 4.731 2.181  -0.0008
H31 1.937 2.493 3.225  0.0007
H32 -3.959 1.164 6.115  0.0000
H33 3.395 -1.403 -4.621  -0.0002
H34 -4.749 0.872 -4.157  0.0001
H35 -2.179 3.823 0.554  0.0005
H36 0.996 -3.665 -1.111  0.0003
H37 0.886 -0.657 1.512  0.0725
H38 -0.984 4.894 -0.102  0.0002
H39 0.187 0.886 1.457  0.0857
H40 5.018 -3.090 -2.858  0.0001
H41 4.102 -2.831 -5.251  0.0000
H42 -3.258 3.627 4.598  0.0000
H43 4.674 -3.500 1.642  0.0001
H44 2.441 3.847 4.135  0.0001
H45 2.171 -4.889 -0.821  0.0001
H46 -2.218 -2.907 -5.137  0.0000
H47 -5.091 2.043 -1.967  0.0002
H48 -3.746 -3.867 -2.757  0.0003
H49 2.200 -3.179 -3.225  -0.0006
H50 1.179 6.862 2.551  0.0000
H51 2.009 -2.953 3.062  0.0009
H52 2.378 -1.037 -6.855  0.0000
H53 -2.124 -0.225 1.553  -0.0009
H54 3.858 -4.404 2.876  0.0000
H55 0.631 8.410 1.895  0.0000
H56 -1.028 -0.961 2.770  -0.0035
H57 2.872 -2.609 -7.383  0.0000
H58 0.101 -0.580 -2.701  0.0002
H59 -4.664 1.587 0.582  0.0000
H60 2.881 -1.698 2.340  -0.0011
H61 -3.659 -3.575 -5.418  0.0001
H62 -2.260 -2.201 -1.519  -0.0018
H63 3.999 -0.430 -0.213  0.0026
H64 4.685 -2.790 3.230  0.0001
H65 0.949 -5.558 -3.492  0.0000
H66 0.344 -3.863 1.341  0.0002
H67 5.040 -3.363 -1.035  0.0000
H68 -0.188 7.677 3.276  0.0000
H69 1.045 -5.308 -5.124  0.0000
H70 3.708 -2.701 -1.884  0.0000
H71 -1.338 -1.795 1.351  0.0035
H72 -4.069 0.628 -1.899  -0.0002
H73 -3.649 3.310 2.383  0.0000
H74 -1.428 -3.533 -2.203  -0.0002
H75 1.598 0.366 -3.121  0.0030
H76 5.441 0.490 -2.170  0.0000
H77 -2.892 1.662 2.346  0.0022
H78 -2.206 0.473 -4.031  -0.0002
H79 4.098 -1.361 -7.382  0.0000
H80 -0.452 6.725 0.495  0.0000
H81 3.194 2.310 4.391  0.0001
H82 -2.795 1.124 -5.513  0.0001
H83 6.470 -1.412 -1.713  0.0003
H84 -1.188 3.851 2.651  -0.0003

---

2.
Molecular formula: C9H13N3O2
Method: DFT, the ωB97M-V functional and the def2-TZVPD basis

As for the energy: -18107.5731 eV. The LUMO energy is 0.39 eV. Its molar mass is 195.2 Da.

Last column: Löwdin charge in e.
Atoms and positions in Å:
O1 0.803 0.215 -2.835  0.1121
O2 -1.011 1.261 -2.102  0.1112
N1 -1.531 -1.389 1.926  0.0772
N2 2.036 0.495 -0.353  0.1135
N3 -1.627 -2.370 1.011  0.0054
C1 0.679 0.796 -0.503  -0.2292
C2 0.037 1.694 0.545  -0.3031
C3 -0.819 -0.444 1.342  -0.3127
C4 0.076 0.808 -1.856  -0.5060
C5 -0.466 -0.844 0.053  0.0630
C6 -0.349 0.886 1.811  -0.0845
C7 -0.977 -3.012 -1.319  -0.0217
C8 0.923 2.887 0.902  -0.0534
C9 -0.998 -2.084 -0.164  -0.2847
H1 -1.118 1.410 2.378  0.1244
H2 -0.850 -2.450 -2.241  0.0795
H3 2.321 0.497 0.617  0.0999
H4 0.392 3.542 1.589  0.0836
H5 2.340 -0.363 -0.796  0.1000
H6 0.519 0.764 2.468  0.1194
H7 1.846 2.569 1.381  0.0712
H8 -2.172 -3.190 1.226  0.1526
H9 -1.911 -3.569 -1.371  0.0781
H10 1.726 0.103 -2.574  0.0935
H11 1.175 3.454 0.009  0.0854
H12 -0.887 2.060 0.087  0.1453
H13 -0.156 -3.725 -1.231  0.0801

---

3.
Molecular formula: C4H9ClO
Method: DFT, the ωB97M-V functional and the def2-TZVPD basis

As for the energy: -18862.3886 eV. The LUMO energy is 1.00 eV. Its molar mass is 108.6 Da.

Last column: Löwdin charge in e.
Atoms and positions in Å:
Cl1 -3.215 -0.231 -0.196  0.5509
O1 0.704 -0.667 0.462  -0.2330
C1 -1.657 -0.778 0.428  -0.5841
C2 -0.287 1.441 0.172  -0.0615
C3 -0.421 -0.057 -0.228  -0.4590
C4 2.000 -0.518 -0.323  -0.0309
H1 -0.642 1.496 1.205  0.0696
H2 -1.606 -0.543 1.546  0.1001
H3 2.509 0.414 -0.258  0.0679
H4 -0.216 -0.382 -1.343  0.1611
H5 -1.529 -1.875 0.244  0.0875
H6 2.591 -1.402 -0.066  0.0910
H7 -0.788 2.220 -0.606  0.1272
H8 0.814 1.635 0.267  0.0668
H9 1.744 -0.753 -1.302  0.0464